No. 1
The following is a quantum chemistry calculation of a molecular structure, C14H15N3O2RhS at a distorted geometry, from the OMol25 dataset.

Each line ends with the Löwdin spin population.
Atoms and positions in Å:
1 Rh -0.873058 -0.888022 0.686708  1.85
2 C -2.179280 1.749533 3.946409  -0.01
3 C -1.672323 1.224994 2.650797  -0.01
4 N -0.931029 0.140563 2.664783  0.21
5 O -0.541455 -0.202574 3.979779  0.07
6 C -1.892267 1.761882 1.278035  0.28
7 C -2.654163 2.983987 1.017990  0.05
8 N -1.391303 1.123109 0.183709  0.14
9 O -1.371856 1.764208 -0.923112  0.44
10 H -2.450107 2.783170 4.085621  0.00
11 H -1.460013 1.531811 4.736738  0.00
12 H -3.027444 1.083452 4.092372  0.00
13 H 0.229391 -0.788096 3.831322  0.00
14 H -2.010944 3.567463 0.334711  0.01
15 H -2.812377 3.608315 1.936831  0.00
16 H -3.567152 2.713981 0.452281  0.02
17 C 2.280437 -0.554347 1.408641  0.01
18 C 2.227121 -0.641926 -0.056897  0.02
19 C 3.293567 -0.694763 -0.936007  -0.01
20 C 3.081427 -0.933624 -2.313618  0.01
21 C 1.741801 -1.211775 -2.785208  0.00
22 C 1.537262 -1.555323 -4.151209  0.08
23 C 0.293982 -1.960663 -4.556327  -0.01
24 C -0.763063 -2.002778 -3.518021  0.13
25 C -0.561141 -1.597335 -2.164995  0.04
26 S -1.875758 -1.770188 -1.074752  0.58
27 C 0.742170 -1.220411 -1.762992  0.02
28 N 1.020251 -0.924949 -0.511499  0.07
29 H 3.264312 -0.264960 1.688094  0.00
30 H 2.161671 -1.516954 1.789801  0.00
31 H 1.475426 0.096196 1.797448  0.00
32 H 4.312438 -0.687198 -0.721519  0.00
33 H 3.901751 -0.882301 -2.988275  0.00
34 H 2.300518 -1.330442 -4.910049  0.00
35 H -0.014419 -2.185134 -5.535922  0.00
36 H -1.814371 -2.318904 -3.651669  0.00

Cartesian forces (eV/Å) of the 3 atoms listed first:
0.0625 -0.3461 0.7457
0.0924 -0.2748 0.2088
1.1137 -0.5507 -1.2971

Values from the calculation:
Calculated total energy in Ha: -1365.5425
Multiplicity: 5
LUMO level (spin up / spin down) in eV: -4.00 / -5.73
Molar mass in g/mol: 392.3
Total charge: +1
HOMO-LUMO gap (spin up / spin down) in eV: 6.81 / 6.02
HOMO level (spin up / spin down) in eV: -10.805 / -11.753
Largest force on an atom in eV/A: 3.77

No. 2
The following is a quantum chemistry calculation of a single C14H15N3O2S2 molecule at a distorted geometry, from the OMol25 dataset.

Each line ends with the Mulliken charge.
Atoms and positions in Å:
1 C -6.181723 -1.136639 -0.594361  -1.06
2 C -5.903526 0.188808 0.117309  -0.55
3 C -4.468112 0.571956 -0.001347  0.37
4 C -3.921736 1.558364 -0.768230  -0.78
5 C -2.515822 1.620851 -0.671974  -0.24
6 C -2.014446 0.678012 0.169815  -0.30
7 S -0.327047 0.350473 0.566992  1.36
8 O 0.471390 1.402665 0.004390  -0.66
9 O -0.220888 0.081080 1.968760  -0.64
10 N -0.113449 -1.095346 -0.266008  -0.28
11 C 0.904186 -1.958191 0.331115  -1.05
12 C 2.230128 -1.276679 0.306231  0.50
13 C 2.754234 -0.443349 1.270950  -0.58
14 N 3.904522 0.053379 0.751884  0.20
15 C 4.815396 0.920048 1.250592  -0.06
16 C 5.899946 1.256900 0.500782  -0.69
17 C 6.074176 0.709039 -0.787898  -0.13
18 C 5.153902 -0.163156 -1.297583  -0.73
19 C 4.037644 -0.504555 -0.522309  0.49
20 N 3.022132 -1.306675 -0.789209  -0.81
21 S -3.239670 -0.304975 0.860003  -0.13
22 H -7.231634 -1.400867 -0.499739  0.35
23 H -5.579967 -1.928831 -0.156742  0.34
24 H -5.936270 -1.057789 -1.650461  0.32
25 H -6.169446 0.089867 1.171382  0.29
26 H -6.517088 0.978215 -0.320507  0.32
27 H -4.503954 2.223794 -1.380061  0.39
28 H -1.889205 2.325926 -1.185954  0.52
29 H 0.126720 -0.875655 -1.224097  0.32
30 H 0.931891 -2.890629 -0.235141  0.45
31 H 0.586768 -2.141843 1.358051  0.36
32 H 2.375100 -0.174424 2.234130  0.51
33 H 4.628682 1.311716 2.239022  0.39
34 H 6.627312 1.947976 0.894501  0.37
35 H 6.940364 0.989537 -1.366355  0.41
36 H 5.249496 -0.599012 -2.277939  0.42

Cartesian forces (eV/Å) of the 3 atoms listed first:
-0.0979 0.1601 0.0885
-0.0149 -0.2500 -0.0442
0.3581 -0.0391 0.1882

Values from the calculation:
Calculated total energy in Ha: -1653.5981
LUMO level in eV: 0.61
Molar mass in g/mol: 321.4
Total charge: 0
HOMO-LUMO gap in eV: 8.62
HOMO level in eV: -8.012
Largest force on an atom in eV/A: 1.02

No. 3
The following is a quantum chemistry calculation of a molecular structure, C14H15N5O6PdS2 at a distorted geometry, from the OMol25 dataset.

Each line ends with the Mulliken charge.
Atoms and positions in Å:
1 Pd 0.905486 -1.429712 0.140730  0.81
2 N 0.685886 -3.315912 -1.286870  -0.37
3 C 1.885186 -4.098612 -1.520970  -0.48
4 C 2.519286 -4.515312 -0.196370  -0.53
5 C 3.494786 -3.403912 0.329830  0.42
6 O 4.670686 -3.729212 0.482630  -0.78
7 O 2.999586 -2.273412 0.549530  -0.52
8 H -0.079114 -3.872212 -0.905870  0.27
9 H 0.378586 -2.840312 -2.131970  0.15
10 H 2.581186 -3.474512 -2.088270  0.29
11 H 1.641586 -4.994012 -2.123670  0.37
12 H 3.090086 -5.439912 -0.310670  0.27
13 H 1.737686 -4.657212 0.554130  0.25
14 C -4.034714 5.117388 0.266330  -1.43
15 C -2.827214 4.220588 0.278230  1.06
16 C -2.851014 3.000688 0.952130  -0.83
17 C -1.759114 2.153188 0.921730  -0.43
18 C -0.624214 2.519188 0.219330  -0.31
19 C -0.584714 3.733088 -0.442170  -0.43
20 C -1.675014 4.584288 -0.405070  -0.63
21 S 0.639986 1.267588 -0.107070  1.81
22 O 1.657186 1.951688 -0.870270  -0.70
23 O 1.017386 0.705288 1.181930  -0.83
24 N -0.262914 0.215788 -0.874470  -0.26
25 C -0.229514 0.270488 -2.292770  -0.75
26 C 1.093986 -0.372712 -2.867970  0.60
27 O 1.238486 -0.316212 -4.088970  -0.80
28 O 1.833586 -0.914812 -2.023070  -0.49
29 H -4.555014 5.069488 1.220330  0.37
30 H -4.729814 4.807288 -0.515270  0.27
31 H -3.755814 6.151488 0.069830  0.36
32 H -3.743214 2.699488 1.484330  0.34
33 H -1.770414 1.195088 1.416530  0.37
34 H 0.311686 3.977588 -0.987270  0.51
35 H -1.645214 5.526588 -0.937170  0.30
36 H -0.283114 1.309088 -2.643670  0.27
37 H -1.079714 -0.297312 -2.691470  0.37
38 S -1.683514 -2.096812 0.139430  -0.36
39 N 0.338586 -1.275512 6.668130  -0.62
40 C 0.681686 -1.432512 5.570230  0.48
41 N 1.223186 -1.587512 4.429330  -0.61
42 C 0.883786 -1.868012 3.257830  0.63
43 N 0.663786 -2.269712 2.178830  -0.43

Cartesian forces (eV/Å) of the 3 atoms listed first:
0.8106 -2.9597 -0.3654
-0.3835 -0.3597 0.0090
0.1359 -0.3538 -0.1374

Values from the calculation:
Calculated total energy in Ha: -2191.8681
LUMO level (spin up / spin down) in eV: 2.88 / 2.88
Molar mass in g/mol: 519.9
Total charge: -2
HOMO-LUMO gap (spin up / spin down) in eV: 5.51 / 5.51
HOMO level (spin up / spin down) in eV: -2.625 / -2.629
Largest force on an atom in eV/A: 3.09

No. 4
The following is a quantum chemistry calculation of a single C14H15NO7 molecule, from the OMol25 dataset.

Each line ends with the Mulliken charge.
Atoms and positions in Å:
1 C -4.118166 -4.314441 0.055966  -0.68
2 O -3.691975 -2.960114 0.058677  -0.29
3 C -2.367988 -2.767501 -0.045048  0.47
4 O -1.576088 -3.669479 -0.137065  -0.59
5 C -2.006738 -1.323619 -0.034623  0.28
6 C -2.981730 -0.328368 -0.115615  -0.91
7 C -2.596502 0.992223 -0.120775  -0.82
8 C -1.249098 1.357404 -0.041242  0.18
9 C -0.891854 2.788292 -0.054007  1.17
10 O 0.242917 3.231434 -0.009224  -0.77
11 O -1.954734 3.593612 -0.121584  -0.31
12 C -1.682042 4.986951 -0.138275  -0.70
13 C -0.261283 0.348572 0.048063  0.37
14 N 1.068101 0.713991 0.127767  -0.08
15 C 2.175390 -0.074420 0.290692  0.67
16 O 2.166394 -1.275938 0.404594  -0.68
17 C 3.453788 0.750949 0.296253  -0.85
18 C 4.641898 -0.118546 0.693816  -0.63
19 C 4.767156 -1.354948 -0.170284  0.54
20 O 5.211285 -2.404604 0.202068  -0.59
21 O 4.405415 -1.134672 -1.442126  -0.44
22 C -0.664581 -0.987918 0.045674  -0.71
23 H -3.857857 -4.791712 -0.891087  0.30
24 H -5.196480 -4.294767 0.191008  0.23
25 H -3.637898 -4.864597 0.867663  0.29
26 H -4.022609 -0.599999 -0.177951  0.48
27 H -3.337834 1.772309 -0.188088  0.48
28 H -2.647452 5.482749 -0.193050  0.23
29 H -1.068113 5.243729 -1.003985  0.31
30 H -1.149665 5.280994 0.768598  0.31
31 H 1.208927 1.724476 0.075010  0.22
32 H 3.350919 1.591395 0.984420  0.51
33 H 3.599520 1.146243 -0.711265  0.31
34 H 5.570940 0.447338 0.594984  0.32
35 H 4.551531 -0.453803 1.727303  0.30
36 H 4.474443 -1.959828 -1.946204  0.33
37 H 0.072067 -1.773391 0.108928  0.75

Cartesian forces (eV/Å) of the 3 atoms listed first:
0.0618 -0.4211 -0.0180
-0.0039 0.4235 0.0176
0.0521 -0.3498 -0.0195

Values from the calculation:
Calculated total energy in Ha: -1124.0094
LUMO level in eV: -0.33
Molar mass in g/mol: 309.3
Total charge: 0
HOMO-LUMO gap in eV: 8.56
HOMO level in eV: -8.884
Largest force on an atom in eV/A: 0.68

No. 5
The following is a quantum chemistry calculation of 2 unconnected molecules or ions with the total composition C14H16 at a distorted geometry, from the OMol25 dataset.

Each line ends with the Mulliken charge.
Atoms and positions in Å:
1 C -1.211157 -4.089948 -0.204312  -1.36
2 C -1.258541 -2.733058 0.373469  0.96
3 C -0.169431 -1.860841 0.478811  -0.45
4 C -0.293757 -0.694591 1.164728  -0.06
5 C -1.548693 -0.282751 1.655624  -0.85
6 C -2.662216 -1.027716 1.311511  -0.29
7 C -2.548702 -2.256986 0.634641  -0.71
8 H -0.373767 -4.167660 -0.896099  0.34
9 H -2.037237 -4.474584 -0.820121  0.33
10 H -0.960146 -4.998267 0.386787  0.29
11 H 0.812976 -2.090567 0.052779  0.35
12 H 0.515510 -0.058630 1.495953  0.31
13 H -1.586234 0.651157 2.196174  0.41
14 H -3.652636 -0.716473 1.646224  0.34
15 H -3.417531 -2.853999 0.431645  0.36
16 C 0.205345 3.791145 0.137478  -1.45
17 C 1.212882 2.772510 -0.371064  0.76
18 C 1.081208 2.487247 -1.733327  -0.49
19 C 1.602122 1.316970 -2.274822  -0.44
20 C 2.519070 0.581492 -1.507021  -0.70
21 C 2.456303 0.721305 -0.123875  -0.24
22 C 1.828389 1.842565 0.443242  -0.51
23 H -0.794239 3.372658 0.011266  0.28
24 H 0.322621 4.805194 -0.265753  0.40
25 H 0.397049 4.025315 1.197654  0.41
26 H 0.432619 3.203551 -2.266115  0.34
27 H 1.318751 1.009549 -3.266136  0.43
28 H 3.162608 -0.207426 -1.913424  0.36
29 H 2.883029 -0.041184 0.511531  0.48
30 H 1.763805 1.974025 1.512552  0.38

Cartesian forces (eV/Å) of the 3 atoms listed first:
1.5921 -2.3863 -1.4934
-1.7324 0.1836 -0.8344
0.7839 -1.0801 -0.1834

Values from the calculation:
Calculated total energy in Ha: -543.0231
LUMO level in eV: 0.93
Molar mass in g/mol: 184.3
Total charge: 0
HOMO-LUMO gap in eV: 9.78
HOMO level in eV: -8.845
Largest force on an atom in eV/A: 3.23

No. 6
The following is a quantum chemistry calculation of 2 unconnected molecules or ions with the total composition C14H16 at a distorted geometry, from the OMol25 dataset.

Each line ends with the Mulliken charge.
Atoms and positions in Å:
1 C -1.649843 2.865805 1.385588  -1.35
2 C -1.260154 1.843939 2.361089  0.65
3 C -1.564768 0.467427 2.057233  -0.30
4 C -0.668464 -0.572887 2.510794  -0.68
5 C 0.405821 -0.191054 3.329750  -0.36
6 C 0.729330 1.151684 3.601798  -0.64
7 C -0.125345 2.132494 3.168535  -0.42
8 H -1.494902 2.609823 0.444998  0.35
9 H -1.072946 3.740877 1.633964  0.36
10 H -2.739246 3.080217 1.263511  0.33
11 H -2.443177 0.191138 1.491017  0.48
12 H -0.670281 -1.511422 2.026012  0.45
13 H 1.007512 -0.963641 3.754457  0.37
14 H 1.492862 1.395051 4.329330  0.37
15 H 0.110040 3.121643 3.399112  0.39
16 C 2.841602 -1.712707 -2.380214  -1.22
17 C 1.396506 -1.293322 -2.517647  0.65
18 C 0.796959 -0.554629 -1.454636  -0.54
19 C -0.615324 -0.488828 -1.437787  -0.13
20 C -1.464619 -1.072132 -2.465841  -0.60
21 C -0.801863 -1.744195 -3.493020  -0.46
22 C 0.624868 -1.786608 -3.516425  -0.50
23 H 3.283399 -2.249438 -3.293779  0.30
24 H 3.082953 -2.455011 -1.566672  0.26
25 H 3.531871 -0.873118 -2.053826  0.30
26 H 1.193861 -0.071384 -0.648842  0.59
27 H -1.129826 0.248586 -0.932654  0.32
28 H -2.542932 -1.003713 -2.361777  0.41
29 H -1.457061 -2.247663 -4.262374  0.27
30 H 1.203164 -2.056932 -4.371693  0.35

Cartesian forces (eV/Å) of the 3 atoms listed first:
-2.9177 2.2482 3.4303
1.4203 -2.9176 -0.4563
1.9566 0.0336 1.6063

Values from the calculation:
Calculated total energy in Ha: -542.9816
LUMO level in eV: 0.93
Molar mass in g/mol: 184.3
Total charge: 0
HOMO-LUMO gap in eV: 9.61
HOMO level in eV: -8.677
Largest force on an atom in eV/A: 5.03